(1)
{
  "formula": "C49H39Cl2N5O4S2Zr",
  "method": "ωB97M-V/def2-TZVPD",
  "symbols": ["H", "C", "O", "C", "C", "H", "C", "C", "H", "C", "C", "H", "H", "C", "C", "C", "H", "C", "C", "H", "C", "H", "H", "N", "C", "H", "N", "C", "C", "H", "S", "C", "C", "H", "C", "O", "C", "H", "Cl", "C", "H", "C", "C", "C", "H", "H", "H", "C", "C", "C", "C", "H", "C", "N", "C", "C", "H", "C", "H", "C", "H", "H", "H", "C", "C", "H", "C", "O", "C", "C", "C", "H", "N", "H", "H", "H", "C", "H", "C", "H", "H", "C", "H", "H", "Zr", "C", "C", "H", "S", "O", "C", "C", "Cl", "H", "H", "C", "H", "C", "C", "H", "H", "N"],
  "coordinates": [[-3.25013, -1.63359, 2.54318], [3.57424, 0.28445, -2.98313], [-2.21376, 1.15941, -0.50895], [2.74892, 0.11546, -1.87924], [-3.06302, 1.55056, 1.67311], [-6.03290, -3.08473, -0.39470], [-3.15914, 1.31655, 0.25910], [-2.06728, 4.25709, -2.26392], [-4.05009, 6.37680, -0.49634], [4.37962, 2.17606, 0.87653], [-4.24010, 1.97220, 3.71809], [2.03192, -7.32343, -3.67533], [-4.17432, 1.31195, -0.16654], [-5.08393, -2.63150, -0.14410], [2.12948, -0.65082, 5.70663], [1.16586, 1.58738, -2.82487], [1.16564, -1.14806, 5.77600], [3.17741, 1.08866, -4.04411], [-2.48102, 5.13958, 0.33967], [4.53060, -0.22430, -3.02219], [-0.67023, -5.45823, -0.36829], [5.26351, 1.46816, 4.28380], [1.47539, -6.81883, -1.32622], [-0.75086, -1.54878, -1.71573], [-2.96547, -1.69778, -0.83170], [7.32575, -0.32072, 0.90016], [3.51727, 0.40050, 3.94630], [-2.59819, -1.46928, 0.52144], [-0.72839, 2.97974, -3.78423], [5.47858, -0.57586, 2.52597], [0.55638, -4.48590, 0.54826], [1.14348, -6.75033, -3.44313], [-1.12124, -5.27844, -2.83497], [3.97034, 1.82355, 5.44706], [0.32499, -6.29236, -4.46681], [-0.67700, 1.70083, 1.64748], [5.39754, 2.29184, -0.05553], [-1.62122, -4.93138, -0.30282], [-0.37856, 2.72537, 4.40087], [0.31370, -2.88719, -0.15207], [3.53828, 2.85338, 0.87095], [-3.51752, -1.82277, 1.51065], [-2.39875, -0.31645, -2.95333], [2.05638, 0.72557, 2.28177], [2.91395, -1.36962, 5.94312], [-1.52231, 0.16945, -3.37998], [4.86652, 0.28492, 5.53177], [4.42704, 1.14581, 1.80262], [0.82618, -6.47336, -2.12261], [-1.76215, 3.83012, -3.58176], [-3.02489, 2.29763, 4.33114], [-1.44810, -5.18570, -4.95086], [-3.06831, 5.21586, -1.98664], [-0.60041, -2.74750, -1.02181], [-3.28479, 5.64228, -0.70710], [2.30580, -0.09628, 4.33737], [-0.74199, -6.38591, 0.20217], [-1.51801, 4.20069, 0.09521], [-4.45719, -2.40286, -2.18458], [5.47863, 0.24206, 1.81753], [-5.41521, -2.68782, 1.97484], [-5.20022, 1.41832, 1.89951], [-2.84133, -0.94509, -3.73274], [-4.19676, -2.25213, -1.14284], [-1.31351, 3.70854, -1.21175], [-0.45547, 2.65514, -4.77764], [-1.80427, 1.79148, 2.27179], [-1.46400, -0.86440, 0.84780], [1.50502, 0.74634, -1.75582], [-0.01826, 2.45671, -2.66499], [-1.99396, -1.21125, -1.82968], [-1.99183, -4.68222, -2.58961], [-0.35737, 2.74097, -1.42367], [-3.13610, 0.42560, -2.65331], [0.38058, -0.30882, 3.31198], [-2.34691, 4.20856, -4.41236], [1.39489, 0.04973, 3.33973], [-3.64914, 5.61619, -2.80907], [1.96413, 1.74679, -3.95958], [3.81133, 1.21778, -4.91185], [1.66528, 2.41937, -4.75450], [-4.26268, 1.63338, 2.39676], [-3.01023, 2.61658, 5.36429], [3.09629, -0.54364, -1.09408], [-0.05209, 0.44005, -0.01636], [-0.80924, -5.55455, -4.15853], [6.46339, 1.40284, -0.04511], [-2.62301, 5.50820, 1.34773], [1.39975, -1.67196, 0.43078], [1.70446, 1.02157, 1.11010], [4.45226, 1.03614, 4.86289], [6.50443, 0.38306, 0.89562], [-5.71059, 2.04484, 4.64907], [2.16023, 0.14349, 6.45541], [5.35150, 3.07664, -0.79801], [-4.73067, -2.41070, 1.18287], [0.57341, -6.50613, -5.49819], [-0.30947, -5.73745, -1.80505], [-1.85219, 2.23084, 3.62463], [7.25629, 1.49823, -0.77438], [-0.88106, 3.82716, 0.88217], [3.33023, 0.98961, 2.70673]],
  "forces_ev_per_angstrom": [[0.0, 0.0, 0.0], [0.0, 0.0, 0.0], [0.1, 0.1, -0.2], [0.0, 0.0, 0.0], [-0.1, 0.0, -0.1], [0.0, 0.0, 0.0], [0.0, 0.0, 0.0], [-0.1, 0.0, -0.1], [0.0, 0.0, 0.0], [0.0, 0.0, 0.0], [0.0, 0.0, 0.1], [0.0, 0.0, 0.0], [0.0, 0.0, 0.0], [0.1, 0.0, 0.0], [0.0, 0.0, 0.0], [-0.1, 0.1, 0.0], [0.0, 0.0, 0.0], [0.0, 0.0, 0.0], [-0.1, 0.1, -0.1], [0.0, 0.0, 0.0], [0.0, 0.1, 0.0], [0.0, 0.0, 0.0], [0.0, 0.0, 0.0], [0.1, -0.1, 0.0], [0.1, 0.1, -0.1], [0.0, 0.0, 0.0], [0.1, -0.1, 0.0], [0.2, 0.1, 0.0], [0.0, 0.0, 0.0], [0.0, 0.0, 0.0], [0.0, 0.0, 0.0], [0.0, 0.0, 0.0], [0.0, 0.0, 0.0], [0.0, 0.0, 0.0], [0.0, 0.0, 0.0], [-0.1, -0.1, 0.1], [0.0, 0.0, 0.0], [0.0, 0.0, 0.0], [-0.1, 0.0, -0.1], [0.3, 0.1, -0.1], [0.0, 0.0, 0.0], [-0.1, -0.1, 0.1], [0.0, 0.1, 0.0], [-0.1, 0.1, -0.1], [0.0, 0.0, 0.0], [0.0, 0.0, 0.0], [0.0, 0.0, 0.0], [-0.1, 0.0, 0.0], [0.0, 0.0, 0.0], [0.0, 0.0, 0.0], [-0.1, 0.0, 0.0], [0.0, 0.0, 0.0], [0.0, 0.0, 0.0], [-0.3, -0.2, -0.1], [0.1, -0.1, 0.1], [0.1, 0.0, 0.1], [0.0, 0.0, 0.0], [0.0, -0.1, 0.0], [0.0, 0.0, 0.0], [0.0, -0.1, 0.0], [0.0, 0.0, 0.0], [0.0, 0.0, 0.0], [0.0, 0.0, 0.0], [-0.1, 0.0, 0.0], [0.1, -0.1, 0.1], [0.0, 0.0, 0.0], [0.2, 0.1, -0.1], [-0.2, -0.2, 0.0], [-0.2, -0.1, -0.1], [0.1, -0.1, 0.1], [0.1, -0.1, 0.1], [0.0, 0.0, 0.0], [0.1, 0.2, 0.1], [0.0, 0.0, 0.0], [0.0, 0.0, 0.0], [0.0, 0.0, 0.0], [0.0, 0.0, 0.0], [0.0, 0.0, 0.0], [0.1, 0.0, 0.0], [0.0, 0.0, 0.0], [0.0, 0.0, 0.0], [0.0, 0.0, -0.1], [0.0, 0.0, 0.0], [0.0, 0.0, 0.0], [0.0, 0.4, 0.3], [0.0, 0.0, 0.0], [0.0, 0.0, 0.0], [0.0, 0.0, 0.0], [-0.1, 0.0, 0.1], [0.0, 0.0, 0.0], [0.0, 0.1, 0.0], [0.0, 0.0, 0.0], [0.1, 0.0, -0.1], [0.0, 0.0, 0.0], [0.0, 0.0, 0.0], [0.0, 0.0, -0.1], [0.0, 0.0, 0.0], [-0.1, 0.0, 0.1], [0.1, 0.0, 0.0], [0.0, 0.0, 0.0], [0.0, 0.0, 0.0], [0.1, 0.1, -0.1]],
  "total_energy_ev": -115086.295,
  "relative_energy_ev": 1.666,
  "e_homo_ev": -7.317,
  "charge": 0,
  "fmax_ev_per_a": 0.5
}


(2)
{
  "formula": "C5H11FS",
  "method": "ωB97M-V/def2-TZVPD",
  "symbols": ["H", "H", "H", "H", "C", "H", "S", "C", "C", "H", "F", "C", "H", "H", "H", "H", "C", "H"],
  "coordinates": [[1.01850, -1.66093, -1.07213], [-0.61333, -0.91166, 1.32820], [-0.54364, 2.25462, 0.12736], [1.26803, -0.92184, 1.48306], [0.40111, -0.95843, 0.82316], [0.15417, 0.47112, -1.97113], [-2.74496, 0.57515, -0.97958], [0.33651, 0.41193, 0.15992], [-0.18039, 1.53804, 0.84301], [1.02867, 1.78854, -1.30819], [-3.27328, 0.55526, 0.61028], [0.48452, -2.05442, -0.25425], [0.45649, 2.17970, 1.55185], [-1.09851, 1.22331, 1.53225], [-0.54108, -2.29272, -0.40460], [1.13680, -2.91445, 0.12270], [0.90065, 0.66260, -1.21815], [1.80972, 0.05417, -1.37376]],
  "forces_ev_per_angstrom": [[0.1, 0.1, -1.3], [1.5, -0.7, 0.2], [-0.3, 0.3, -0.2], [-0.2, -0.1, 0.5], [-1.3, 1.8, -1.3], [-0.2, -0.6, -0.2], [0.9, -0.3, 0.3], [0.1, -1.4, -1.5], [-2.4, 1.7, 3.5], [0.4, -1.4, 0.0], [0.1, 0.1, 0.1], [1.4, -0.9, 2.9], [-0.1, -1.3, -0.9], [1.8, 0.6, -1.4], [-0.5, -0.7, -0.9], [-1.3, 0.9, -0.4], [0.4, 1.5, 1.0], [-0.3, 0.6, -0.2]],
  "total_energy_ev": -18911.765,
  "relative_energy_ev": 4.075,
  "e_homo_ev": [-7.191, -7.190],
  "charge": 0,
  "fmax_ev_per_a": 4.5
}


(3)
{
  "formula": "C4H5NOS",
  "method": "ωB97M-V/def2-TZVPD",
  "symbols": ["H", "N", "H", "C", "S", "C", "H", "H", "C", "C", "H", "O"],
  "coordinates": [[0.21180, -2.33084, -1.43177], [0.42157, 1.24669, 1.75470], [2.28194, -0.84005, 0.59992], [0.22885, -1.44175, -0.60495], [-1.62458, -0.42379, -2.40749], [1.15778, -0.68396, 0.33663], [1.42339, 1.24229, 2.25311], [-3.09069, 0.41587, -1.75792], [0.42105, 0.42870, 0.53161], [-0.84384, -0.57365, -0.74164], [-0.01371, 2.23401, 1.69294], [-0.57356, 0.72648, -0.22513]],
  "forces_ev_per_angstrom": [[0.6, 2.0, 2.8], [2.6, 0.7, -0.4], [-2.7, 0.0, -0.1], [-0.1, 0.6, -0.9], [-3.1, 1.6, 3.3], [0.9, -2.4, -2.1], [-3.2, 0.2, -1.6], [3.2, -2.0, -1.6], [2.4, 3.9, 5.3], [0.0, 0.4, -4.2], [1.3, -2.3, -0.2], [-2.0, -2.7, -0.3]],
  "total_energy_ev": -18597.293,
  "relative_energy_ev": 4.626,
  "e_homo_ev": -8.020,
  "charge": 0,
  "fmax_ev_per_a": 7.0
}